One molecule with the formula C3H4N2O. Source: OMol25; level of theory: ωB97M-V with the def2-TZVPD basis set.

The geometry in XYZ format:
```
10
Properties=species:S:1:pos:R:3:forces:R:3
O 2.251477 -0.080455 -0.171418 0.01 0.07 -0.02
C 0.916059 -0.186569 0.027945 -0.23 -0.08 -0.08
C -0.000773 0.886426 -0.004352 -0.09 0.01 0.01
C -1.224053 0.271728 0.101235 0.01 -0.06 0.07
N -0.976488 -1.047477 0.240079 -0.27 -0.02 0.00
N 0.336241 -1.357754 0.190981 0.12 0.32 -0.12
H 2.338153 0.693952 -0.740710 0.41 -0.11 0.15
H 0.231063 1.941302 -0.039722 -0.13 -0.14 -0.16
H -2.226442 0.670114 0.051059 0.08 -0.08 0.17
H -1.645238 -1.791269 0.344903 0.09 0.10 -0.01
```
Positions in Å, forces in eV/Å.

* F_max: 0.45 eV/Å
* E_LUMO: 0.9223 eV
* 2S+1: 1
* SMILES: Oc1cc[nH]n1
* E: -8202.759 eV
* energy above the lowest of the compared OMol25 structures with the same formula, charge and spin: 108.7 kJ/mol
* molar mass: 84.1 g/mol
* orbital gap: 9.96 eV